DFT (wB97M-V/def2-TZVPD) results for the molecule H2O2Si2 in a non-equilibrium geometry.

Element x y z (Å)
Si (0.928, -0.780, 0.441)
Si (-1.805, -0.987, 0.026)
O (1.002, -2.009, -0.426)
O (-0.538, -0.260, 0.830)
H (1.820, 0.185, 1.021)
H (-1.818, 0.021, -1.063)

The energy above the lowest of the compared OMol25 structures with the same formula, charge and spin is 2.0 kcal per mole. The total charge is 0. The frontier orbital gap comes out at 0.3081 Eh.

DFT (wB97M-V/def2-TZVPD) results for a structure of composition C10H22IO3PS2.

Element x y z (Å)
I (-1.673, -2.880, -1.558)
S (0.423, 3.022, -3.386)
S (0.504, 2.477, 2.057)
P (-0.169, -0.692, 0.327)
O (1.666, 3.639, -3.746)
O (-0.699, 3.849, -3.050)
O (-0.013, 2.028, -4.567)
C (0.842, -0.733, 1.883)
C (-0.513, 1.246, 2.930)
C (-0.841, -2.427, 0.362)
C (0.183, -0.105, 3.125)
C (-1.837, -2.655, 1.509)
C (2.023, 1.121, -2.186)
C (1.180, -0.947, -0.920)
C (2.228, 0.180, -0.993)
C (0.670, 1.815, -2.124)
C (-3.298, -2.279, 1.245)
H (-0.256, 2.569, -5.338)
H (1.089, -1.775, 2.118)
H (-0.379, 2.771, 1.096)
H (0.698, -1.067, -1.893)
H (-3.386, -1.465, 0.523)
H (-1.782, -3.712, 1.781)
H (1.665, -1.903, -0.695)
H (2.808, 1.879, -2.194)
H (2.256, 0.777, -0.079)
H (-0.737, 1.662, 3.913)
H (-0.551, -0.788, 3.559)
H (0.580, 2.399, -1.206)
H (-0.013, -3.131, 0.461)
H (-0.171, 1.123, -2.165)
H (-1.479, -2.105, 2.381)
H (0.958, 0.019, 3.888)
H (3.215, -0.274, -1.105)
H (1.794, -0.237, 1.700)
H (2.118, 0.555, -3.117)
H (-3.865, -3.132, 0.875)
H (-1.463, 1.128, 2.414)
H (-3.775, -1.951, 2.171)

The total charge is 0. The frontier orbital gap comes out at 0.3384 Eh.

DFT (wB97M-V/def2-TZVPD) results for a structure of composition C6H11N in a non-equilibrium geometry.

Element x y z (Å)
N (-0.529, -0.001, 1.105)
C (-2.812, -0.033, 0.118)
C (0.712, 0.030, 0.340)
C (-0.307, 0.093, -0.947)
C (1.537, 1.228, 0.653)
C (-1.318, -0.040, 0.092)
C (1.506, -1.220, 0.262)
H (-0.271, 0.808, -1.759)
H (0.771, 2.037, 0.810)
H (2.288, -1.104, -0.523)
H (-3.301, 0.853, -0.002)
H (-0.328, -0.904, -1.423)
H (2.180, 1.527, -0.081)
H (-3.151, -0.750, -0.586)
H (1.892, -1.663, 1.199)
H (2.152, 1.091, 1.653)
H (-3.079, -0.270, 1.148)
H (0.758, -1.938, -0.158)

The energy above the lowest of the compared OMol25 structures with the same formula, charge and spin is 46.9 kcal per mole. The total charge is 0. The frontier orbital gap comes out at 0.3703 Eh.

DFT (wB97M-V/def2-TZVPD) results for the molecule C10H20N2OS in a non-equilibrium geometry.

Element x y z (Å)
S (-0.731, 0.048, -1.734)
O (-0.350, -0.560, -2.982)
N (-2.761, -3.266, -1.287)
N (0.658, 0.228, -0.712)
C (1.159, -2.178, -0.557)
C (3.498, 0.868, -0.179)
C (-2.584, -0.531, 1.155)
C (-1.053, 1.883, -2.026)
C (-2.509, -2.149, -1.337)
C (2.991, -0.588, -0.131)
C (-3.036, 0.241, -0.046)
C (1.677, -0.783, -0.895)
C (-2.961, 0.130, 2.461)
C (-2.425, -0.387, -1.314)
H (3.805, 1.331, -1.079)
H (-1.563, -0.787, 1.252)
H (-2.607, 1.156, 2.502)
H (-2.875, -0.540, 3.305)
H (2.694, 1.344, 0.215)
H (-0.099, 2.356, -1.524)
H (3.811, -1.300, -0.484)
H (-2.098, 2.002, -1.703)
H (1.908, -3.025, -0.805)
H (2.961, -0.804, 0.932)
H (0.396, 0.397, 0.252)
H (-3.951, 0.261, 2.476)
H (1.890, -0.709, -2.039)
H (-4.119, -0.039, -0.296)
H (-0.951, 1.934, -3.121)
H (4.361, 0.998, 0.403)
H (-3.022, -1.531, 1.227)
H (-2.868, 1.333, -0.107)
H (0.304, -2.383, -1.057)
H (0.856, -2.086, 0.546)

The energy above the lowest of the compared OMol25 structures with the same formula, charge and spin is 78.5 kcal per mole. The total charge is 0. The frontier orbital gap comes out at 0.3208 Eh.

DFT (wB97M-V/def2-TZVPD) results for a cluster of 3 separate species, C2HBrF3NO in total in a non-equilibrium geometry.

Element x y z (Å)
Br (-1.729, -2.524, 2.975)
F (-0.903, 1.057, -2.046)
F (1.256, 0.706, -2.339)
F (0.591, 2.174, -0.901)
O (0.779, 0.415, 2.151)
N (0.505, -0.329, 1.282)
C (-0.115, -0.834, 0.427)
C (0.292, 1.049, -1.511)
H (-0.677, -1.715, -0.039)

As for the spin multiplicity: 3. The energy above the lowest of the compared OMol25 structures with the same formula, charge and spin is 57.3 kcal per mole. The total charge is 0. The frontier orbital gap (alpha / beta) comes out at 0.3632 / 0.2377 Eh. The expectation value of S² is 2.01.

DFT (wB97M-V/def2-TZVPD) results for a cluster of 12 separate species, C30H37Cl45N5O3 in total in a non-equilibrium geometry.

Element x y z (Å)
Cl (-2.663, 10.402, -6.088)
Cl (-9.504, -1.381, 3.438)
Cl (2.135, -5.673, -2.710)
Cl (9.105, -5.859, 1.451)
Cl (-0.974, 1.710, 5.434)
Cl (-3.146, -3.860, -0.619)
Cl (-0.222, 6.733, -0.131)
Cl (-12.352, 3.723, 2.040)
Cl (2.526, -9.263, -7.134)
Cl (-10.494, -0.157, 5.874)
Cl (-4.958, -1.863, 1.257)
Cl (-13.785, 4.118, -0.451)
Cl (-4.562, 12.342, -5.064)
Cl (-3.604, 12.552, -7.793)
Cl (1.409, -5.833, 6.262)
Cl (-1.461, 6.920, -2.748)
Cl (-0.798, 2.143, 8.297)
Cl (-3.109, 6.594, -0.384)
Cl (1.258, 3.198, 6.545)
Cl (-2.113, 5.135, -6.735)
Cl (-13.914, 1.555, 0.902)
Cl (-1.085, 7.642, -5.695)
Cl (-5.405, 10.404, -7.051)
Cl (7.600, -7.433, 3.367)
Cl (-11.450, 2.397, -0.379)
Cl (-3.821, 7.479, -6.652)
Cl (0.043, -5.453, 3.730)
Cl (2.365, -7.190, 3.883)
Cl (-9.048, 1.446, 3.934)
Cl (6.449, -6.809, 0.778)
Cl (-1.399, 4.362, 6.530)
Cl (3.317, -5.848, -0.068)
Cl (4.332, -8.153, -5.154)
Cl (3.758, -3.497, -1.684)
Cl (-6.790, 0.200, 2.151)
Cl (-7.024, -0.880, -0.528)
Cl (-1.617, 7.358, -8.533)
Cl (-0.136, -8.000, 5.109)
Cl (1.133, -4.005, -0.557)
Cl (-11.717, 0.488, 3.324)
Cl (-1.465, 4.395, -1.320)
Cl (8.654, -8.684, 0.972)
Cl (3.200, -6.443, -7.206)
Cl (-4.774, 0.820, 0.158)
Cl (1.512, -7.478, -5.085)
O (-1.646, -1.154, 2.746)
O (-4.668, -2.288, -2.151)
O (4.538, -4.178, 2.289)
N (1.672, 2.069, 3.149)
N (-1.823, -1.054, 0.168)
N (-0.995, -0.088, 2.179)
N (-0.826, 0.452, -1.295)
N (-0.448, 0.943, -0.062)
C (-1.666, -0.731, -1.229)
C (-12.875, 2.948, 0.528)
C (4.563, -0.479, 1.624)
C (1.146, 3.292, 2.457)
C (2.727, -2.331, 2.359)
C (-5.887, -0.432, 0.759)
C (-1.565, 6.163, -1.146)
C (5.527, 0.229, -0.801)
C (0.921, -6.620, 4.746)
C (4.874, 0.420, -2.265)
C (0.856, 0.183, -3.107)
C (3.423, -0.241, -2.458)
C (-4.058, 11.424, -6.499)
C (-0.478, 2.853, 6.702)
C (2.586, -4.758, -1.256)
C (2.241, 0.856, -2.648)
C (3.547, -1.642, 1.155)
C (-2.325, -1.557, -2.417)
C (-2.160, 6.904, -6.905)
C (-0.447, 1.026, -2.620)
C (2.893, -7.835, -6.145)
C (-0.148, 2.963, 1.555)
C (0.375, 2.131, 0.287)
C (3.205, -3.823, 2.745)
C (7.952, -7.197, 1.642)
C (4.582, 0.649, 0.437)
C (-1.044, -0.009, 0.832)
C (-10.191, 0.098, 4.143)
C (-3.497, -2.490, -1.806)
C (5.378, -4.055, 3.480)
H (0.843, -0.026, -4.235)
H (1.450, 1.787, 0.498)
H (-1.281, 0.913, -3.406)
H (4.137, -2.372, 0.497)
H (2.229, 1.508, 2.491)
H (-1.578, -2.140, -3.055)
H (3.093, -3.921, 3.890)
H (4.253, 0.004, 2.629)
H (5.050, 1.582, 0.936)
H (-2.847, -0.800, -3.115)
H (0.950, 4.167, 3.175)
H (3.184, -1.006, -1.643)
H (5.577, -0.124, -3.003)
H (-0.160, 2.135, -2.576)
H (3.440, -0.825, -3.452)
H (-0.449, 0.577, 2.747)
H (6.476, -4.246, 3.244)
H (5.924, -0.822, -0.593)
H (5.638, -0.858, 1.788)
H (-0.999, -1.899, 2.618)
H (2.760, -1.113, 0.495)
H (2.595, 1.665, -3.394)
H (2.680, -1.708, 3.315)
H (4.909, 1.525, -2.550)
H (2.481, -4.600, 2.298)
H (1.975, 3.667, 1.738)
H (-0.544, 3.984, 1.192)
H (6.437, 0.940, -0.765)
H (-1.003, 2.480, 2.133)
H (0.389, 2.858, -0.620)
H (3.514, 0.935, 0.150)
H (1.637, -2.429, 1.984)
H (0.813, -0.845, -2.592)
H (2.147, 1.379, -1.638)
H (2.297, 2.408, 3.898)
H (5.028, -4.812, 4.258)
H (5.287, -2.962, 3.826)

The total charge is +1. The frontier orbital gap comes out at 0.3290 Eh.

no.,electronic energy (eV),molar mass (g mol⁻¹)
1,-19882.82670,90.19
2,-55929.23013,412.29
3,-7888.49749,97.16
4,-26551.09004,216.35
5,-83816.10573,191.93
6,-608795.16989,2111.04